(1)
{
  "formula": "C5H8I2N2O3Re",
  "method": "ωB97M-V/def2-TZVPD",
  "species": ["N", "H", "C", "C", "N", "O", "C", "H", "O", "H", "H", "O", "I", "H", "H", "C", "Re", "H", "I", "H", "C"],
  "coordinates": [[-0.533874, -1.200861, -0.505259], [-1.380300, -3.014256, 0.185705], [-1.687211, -2.031912, -0.182714], [-2.486320, -1.353334, 0.904868], [1.037129, 0.744998, -1.171294], [-0.293298, -2.283946, -2.520907], [0.072192, -1.434091, -1.779283], [1.210834, -0.188592, -3.099387], [-3.471312, -1.628795, 1.442516], [0.553630, 1.476384, -1.692448], [2.141098, -0.951868, -1.806206], [-1.723145, -0.119089, 1.351297], [-0.355926, 3.003359, 1.265668], [1.955994, 1.133366, -0.956215], [-2.323352, -2.190448, -1.055811], [1.198128, -0.459207, -2.045903], [-0.106006, 0.265389, 0.636648], [0.994808, 3.126984, 3.623693], [1.747259, 0.773743, 2.523030], [2.148089, 3.458493, 2.268763], [1.301586, 2.873683, 2.613240]],
  "forces_ev_per_angstrom": [[-0.24, -0.10, 0.05], [-0.02, -0.01, -0.01], [-0.18, -0.06, -0.08], [0.37, 0.08, 0.17], [-0.05, -0.04, 0.11], [0.02, -0.05, 0.05], [0.02, 0.14, -0.12], [-0.01, 0.00, 0.00], [-0.11, 0.03, 0.00], [-0.02, -0.01, 0.01], [0.01, 0.00, -0.02], [-0.07, -0.22, -0.23], [0.08, -0.07, 0.01], [0.00, -0.01, -0.02], [0.03, -0.02, -0.01], [0.06, -0.03, 0.00], [0.12, 0.39, 0.06], [-0.02, 0.01, -0.01], [0.05, 0.08, 0.09], [-0.02, 0.00, -0.03], [-0.03, -0.11, -0.02]],
  "spin_multiplicity": 2,
  "total_charge": 2,
  "s2": 0.758,
  "max_force_ev_per_a": 0.415,
  "orbital_gap_ev": [7.391, 7.423],
  "homo_ev": [-17.08, -17.03],
  "e_tot_ev": -32750.243
}

(2)
{
  "formula": "C23H60BrN2O10PS9",
  "method": "ωB97M-V/def2-TZVPD",
  "species": ["H", "C", "C", "O", "H", "S", "H", "C", "H", "H", "H", "H", "H", "S", "H", "C", "C", "C", "S", "H", "S", "S", "H", "O", "H", "H", "H", "H", "C", "O", "O", "H", "H", "H", "N", "H", "H", "C", "H", "H", "O", "C", "C", "H", "O", "C", "H", "H", "H", "H", "H", "H", "C", "C", "C", "H", "C", "H", "O", "H", "H", "O", "H", "H", "C", "H", "H", "H", "H", "S", "C", "H", "H", "C", "H", "H", "H", "H", "H", "H", "C", "H", "H", "H", "C", "O", "H", "H", "H", "H", "P", "H", "N", "Br", "H", "H", "S", "O", "H", "C", "S", "C", "C", "H", "S", "H"],
  "coordinates": [[4.993172, 0.999858, -3.632440], [2.064656, 6.422845, -2.521755], [-2.559151, -1.398948, -0.863961], [-0.491460, 6.766531, -3.577842], [7.348640, 2.897989, -2.934272], [6.533846, 2.160523, -5.065735], [-2.553339, -0.371186, -1.228572], [2.502637, 4.774990, -0.455998], [-5.031825, -0.514777, -1.976147], [-2.675356, -5.072214, 5.110909], [3.179239, -2.062324, 1.937992], [-1.791724, -1.513006, -0.098854], [2.198545, -0.012236, -4.198418], [-4.159836, -1.767982, -0.125627], [-2.120951, -4.151725, 3.678698], [-1.865369, -4.474064, 4.689804], [0.863751, 0.061081, -6.957729], [-3.195197, -2.294929, 5.501394], [3.153481, 5.047296, -2.114408], [-4.759579, -2.230245, -2.407800], [6.781494, 2.187676, 1.227365], [0.782170, -2.033768, 1.767938], [2.367871, -1.410648, -6.302540], [2.737887, 3.880552, -2.956463], [1.218421, 0.947544, -2.046286], [-3.342380, 7.199539, -4.199169], [-4.156936, -6.997543, 1.509900], [7.427265, 1.116705, -3.093652], [8.331102, 2.109797, 2.146312], [-0.577524, -2.168412, 5.038996], [6.768954, 0.923316, -5.867119], [-4.029726, -6.060185, 3.028701], [7.106263, -0.174137, 0.954448], [8.624261, 2.142776, -3.919791], [0.252276, 0.785741, -7.626494], [-3.368444, 6.113878, -5.608866], [-2.999960, 5.466164, -3.981589], [2.352650, -2.068400, 2.650644], [-6.163844, -1.768580, -1.415739], [3.021501, 3.921977, -0.018608], [-1.657668, -0.165320, -4.017983], [-0.722718, 5.036873, -5.582629], [1.332051, -1.084669, -5.997240], [9.173895, 2.103775, 1.453697], [-6.416972, -6.990563, 4.285970], [1.072072, -1.790463, -3.524971], [2.682977, 5.660263, 0.155163], [-2.357900, -2.089640, -1.684333], [8.343647, 1.210252, 2.763651], [-3.938062, -9.173886, 2.903675], [1.433573, 4.562960, -0.506946], [0.347026, 5.011215, -5.788662], [-2.886500, 6.319282, -4.651939], [7.583818, 2.068463, -3.603799], [0.225946, 1.316976, -2.427734], [8.394636, 2.988849, 2.787116], [1.061445, -3.545115, 0.823027], [4.833733, 2.776876, -3.490605], [-4.173975, -3.223717, 0.204641], [-1.273051, 4.869560, -6.509506], [7.975542, 0.762615, -0.298818], [-4.624210, -0.708061, 7.768256], [-0.568385, 0.910110, -1.731234], [2.398894, -2.961243, 3.275377], [1.253634, -0.565195, -4.491962], [-6.164983, 2.336587, 6.685631], [1.150427, -4.390204, 1.507648], [-3.961919, -2.962855, 5.895734], [-3.366961, -2.109317, 4.439048], [-1.136573, 6.660093, -4.920692], [7.052014, 0.678980, 0.276618], [-0.953623, -5.071276, 4.659731], [-5.328464, -5.707275, 1.864430], [-5.305799, 1.753136, 7.020011], [-1.638027, -1.025891, -4.491674], [0.207247, -3.701040, 0.164462], [4.168331, 1.932037, -4.906197], [-7.416092, -0.724220, 8.708479], [1.026944, 6.110175, -2.443687], [-0.969601, 4.263738, -4.853244], [-5.119578, -1.547900, -1.636541], [-3.225629, -1.352519, 6.044096], [0.158075, 2.433414, -2.472160], [-4.943926, -9.545118, 4.323954], [-4.716096, -6.495798, 2.300964], [6.880607, 3.335003, 0.279816], [2.272449, 6.735138, -3.544152], [1.968249, -3.448253, 0.223702], [2.259920, 7.254512, -1.842667], [-3.817492, -8.167812, 4.379281], [-0.171758, 0.641846, -4.155199], [2.410636, -1.182378, 3.282138], [0.756233, -2.678342, -2.846292], [0.118772, -2.666666, -6.160752], [-7.816615, 0.883350, 8.059142], [6.210782, 0.547365, -0.403676], [-5.772272, 0.016219, 7.151817], [0.833902, -0.889952, 0.806387], [-4.503597, 1.838602, 6.287268], [-7.012656, 0.251379, 8.439202], [-1.570885, -3.035560, 5.738780], [-4.489387, -8.744069, 3.741427], [4.980845, 1.944898, -4.180031], [-4.955078, 2.117919, 7.986388], [-5.804413, -7.679966, 3.114513], [-6.554931, 0.710355, 9.316857]],
  "forces_ev_per_angstrom": [[0.13, -0.01, -0.05], [0.21, -0.19, 0.19], [0.06, -0.09, 0.00], [-0.54, 0.01, -0.32], [-0.02, -0.02, -0.02], [-0.06, -0.17, 0.00], [-0.06, -0.04, 0.01], [-0.07, -0.13, 0.04], [0.04, -0.02, 0.06], [0.02, 0.06, 0.05], [-0.08, 0.00, -0.07], [-0.05, 0.05, 0.04], [-1.09, -0.52, -0.43], [0.10, 0.00, -0.03], [0.00, 0.09, 0.04], [0.02, -0.08, -0.17], [-0.76, -1.38, 0.66], [0.03, 0.06, -0.25], [0.07, 0.22, 0.10], [0.05, -0.01, 0.07], [-0.01, 0.08, -0.07], [-0.16, 0.00, 0.04], [-1.25, 0.26, 0.48], [-0.16, 0.06, 0.11], [-0.94, 0.58, -0.35], [0.11, 0.00, -0.04], [-0.05, -0.01, 0.01], [-0.06, -0.01, -0.08], [0.13, 0.00, -0.01], [-0.10, -0.18, -0.01], [-0.05, 0.12, 0.20], [-0.07, -0.05, 0.03], [-0.03, 0.05, 0.01], [-0.09, 0.00, -0.09], [1.17, -0.75, 0.67], [0.07, 0.03, 0.00], [0.09, 0.01, -0.01], [0.14, 0.03, -0.01], [0.08, 0.00, 0.08], [0.04, 0.05, -0.09], [1.56, -0.75, 0.10], [0.01, -0.09, 0.04], [-0.04, 1.38, -0.39], [-0.07, 0.01, -0.04], [0.23, -0.11, -0.16], [0.10, 0.76, -0.66], [0.04, -0.01, -0.07], [-0.07, 0.00, 0.03], [-0.06, 0.03, -0.02], [-0.06, 0.03, -0.01], [0.02, 0.03, -0.09], [-0.04, 0.07, 0.05], [-0.08, -0.04, 0.07], [0.08, 0.01, 0.11], [-0.59, -1.24, 0.32], [-0.10, -0.02, -0.07], [0.12, -0.01, -0.10], [-0.09, -0.02, -0.11], [0.01, 0.11, -0.10], [0.01, 0.05, 0.02], [-0.02, 0.07, 0.05], [-0.21, 0.26, 0.06], [0.91, 0.49, -0.62], [-0.09, 0.05, 0.00], [0.07, -2.18, 1.62], [0.00, -0.07, -0.01], [-0.03, 0.07, 0.05], [0.06, 0.04, 0.07], [0.13, -0.10, -0.02], [-0.05, -0.07, -0.06], [0.08, -0.06, -0.08], [0.00, 0.08, 0.08], [0.00, -0.06, 0.03], [0.05, 0.10, 0.05], [-0.07, 0.58, 0.36], [0.02, 0.09, 0.04], [0.09, 0.12, -0.02], [0.08, 0.01, -0.09], [0.15, -0.06, -0.01], [0.01, 0.06, 0.01], [-0.07, -0.05, -0.10], [0.07, -0.16, 0.11], [0.29, -1.08, -0.03], [-0.06, 0.08, -0.05], [0.04, 0.06, 0.00], [0.06, -0.26, 0.09], [0.02, -0.08, 0.05], [-0.05, 0.05, 0.00], [0.09, -0.05, 0.00], [-0.06, 0.05, -0.02], [-0.38, 1.81, -0.44], [-0.14, -0.05, -0.03], [0.54, 1.21, -0.68], [0.53, 0.93, -0.53], [0.04, -0.03, -0.04], [-0.01, 0.09, 0.08], [0.00, 0.00, 0.05], [0.12, -0.18, 0.00], [-0.05, -0.11, 0.02], [-0.03, 0.03, 0.11], [-0.11, 0.10, -0.01], [0.09, -0.04, 0.07], [0.03, -0.06, 0.09], [-0.01, -0.09, 0.00], [-0.02, 0.11, 0.06], [0.07, -0.03, -0.07]],
  "max_force_ev_per_a": 2.719,
  "orbital_gap_ev": 8.224,
  "homo_ev": -8.49,
  "e_tot_ev": -225118.864
}

(3)
{
  "formula": "C4H7ClN2",
  "method": "ωB97M-V/def2-TZVPD",
  "species": ["H", "C", "C", "N", "N", "H", "C", "C", "H", "Cl", "H", "H", "H", "H"],
  "coordinates": [[1.407333, -2.768844, -0.339976], [-1.773126, 0.326116, 0.137187], [1.834295, -0.850347, -1.158606], [1.528346, -0.187677, -2.132927], [4.227305, -0.627466, -0.273293], [0.139997, -1.833375, -1.199238], [0.943023, -1.861172, -0.495099], [3.105260, -0.763848, -0.421720], [-2.226281, -0.475582, -0.567346], [-2.787896, 0.516775, 1.525701], [0.580280, -1.444138, 0.426390], [-1.696859, 1.325334, -0.324302], [-0.728660, -0.001236, 0.347683], [2.155495, 0.570876, -2.436559]],
  "forces_ev_per_angstrom": [[0.83, -2.00, 0.21], [0.73, -0.92, -2.22], [1.17, -2.07, 4.02], [-0.96, 2.23, -2.69], [1.29, -0.05, 0.90], [-1.03, -0.99, -0.17], [-0.97, 2.55, -1.57], [-0.27, 0.88, -1.65], [0.69, 1.62, 1.06], [-0.38, -0.14, 1.00], [0.06, 0.02, 0.61], [-0.14, -0.71, -0.19], [-1.04, 0.32, 0.34], [0.01, -0.73, 0.33]],
  "de_lowest_kj_mol": 220.97,
  "max_force_ev_per_a": 4.674,
  "orbital_gap_ev": 11.187,
  "homo_ev": -10.87,
  "e_tot_ev": -19762.443
}